Molecular formula: C22H19N3O4
Method: DFT, wB97M-V/def2-TZVPD

XYZ file:
```
48
Properties=species:S:1:pos:R:3:lowdin_charge:R:1
C 0.86 -0.50 -3.40 0.050
C -0.22 -0.64 -2.56 -0.272
N -1.31 -1.34 -3.02 0.073
N -2.28 -1.49 -1.97 0.034
C -3.34 -2.42 -2.04 -0.169
C -3.68 -3.20 -0.91 -0.007
C -4.66 -4.21 -1.00 -0.076
C -5.36 -4.39 -2.20 -0.106
C -5.11 -3.57 -3.31 -0.095
C -4.08 -2.64 -3.24 -0.035
C -1.80 -0.77 -0.87 -0.387
O -2.23 -0.89 0.26 0.059
C -0.53 -0.18 -1.18 -0.014
C 0.23 0.66 -0.37 -0.114
C -0.20 1.08 0.99 0.061
C 0.68 1.72 1.84 -0.189
C 0.27 1.99 3.26 -0.005
N 1.94 2.08 1.28 0.067
C 2.88 2.69 2.12 -0.257
C 2.74 4.03 2.49 0.006
C 3.68 4.61 3.36 0.008
C 4.77 3.90 3.83 -0.278
O 5.55 4.58 4.74 -0.089
C 6.81 4.05 5.11 -0.091
C 4.96 2.60 3.42 -0.002
C 4.01 2.01 2.58 0.019
C 2.20 1.91 -0.09 -0.401
O 3.27 2.35 -0.47 0.136
O 1.36 1.20 -0.90 0.152
H 1.76 0.03 -3.13 0.037
H 0.84 -0.93 -4.40 0.049
H -1.20 -1.98 -3.79 0.148
H -3.07 -3.13 -0.02 0.102
H -4.88 -4.89 -0.15 0.111
H -6.13 -5.19 -2.22 0.104
H -5.66 -3.66 -4.26 0.105
H -3.88 -2.03 -4.12 0.108
H -1.19 0.82 1.39 0.117
H -0.80 1.82 3.36 0.090
H 0.49 3.02 3.60 0.087
H 0.83 1.30 3.87 0.090
H 1.89 4.60 2.12 0.128
H 3.58 5.65 3.69 0.126
H 6.66 3.14 5.73 0.099
H 7.43 3.78 4.25 0.095
H 7.38 4.77 5.69 0.091
H 5.83 2.07 3.78 0.103
H 4.10 0.97 2.22 0.134
```

The molar mass is 389.41 g mol⁻¹. For the max |F|, the calculation gives 0.0631 Eh/bohr. For the LUMO energy, the calculation gives -0.181 eV. Its relative energy (zero: lowest compared OMol25 entry of this formula, charge and spin) is 406.71 kJ/mol. The multiplicity is 1.



Molecular formula: C22H19N3O5S
Method: DFT, wB97M-V/def2-TZVPD

XYZ file:
```
50
Properties=species:S:1:pos:R:3:lowdin_charge:R:1
C -0.40 -1.09 -1.69 -0.080
H 0.01 -0.39 -2.56 0.150
O -1.11 -0.37 -0.84 -0.010
C -0.73 0.57 -0.17 -0.322
C 0.54 0.90 -0.37 0.073
C 0.88 2.06 0.63 -0.040
C -0.06 2.64 1.61 -0.080
C -1.29 2.33 1.39 -0.088
C -1.73 1.27 0.64 -0.195
O -2.94 0.74 0.83 0.071
C -3.80 1.00 -0.27 -0.300
O -3.50 1.42 -1.42 0.079
C -4.99 -0.03 -0.18 -0.533
C -5.47 -0.40 1.09 -0.011
C -6.79 -1.01 0.75 -0.295
C -7.34 -0.78 -0.24 -0.364
S -6.14 -0.05 -1.30 1.094
H -8.27 -1.08 -0.68 0.093
H -7.22 -1.42 1.58 0.090
H -4.94 -0.52 2.08 0.131
H -2.04 2.78 2.07 0.140
H 0.23 3.69 2.21 0.178
C 2.31 2.71 0.60 -0.094
N 3.15 1.96 0.13 0.037
N 4.49 2.45 -0.26 0.102
C 5.63 1.59 -0.53 -0.637
O 6.67 1.84 -0.44 0.240
C 5.30 0.41 -1.25 0.011
N 4.05 -0.52 -0.61 0.087
C 4.23 -1.81 -0.24 -0.576
O 5.18 -2.36 -0.49 0.143
C 2.87 -2.29 0.14 -0.125
C 2.15 -1.43 1.12 0.029
C 0.90 -2.08 1.58 -0.115
C 0.46 -3.29 1.27 -0.161
C 1.31 -3.83 0.49 -0.129
C 2.50 -3.55 -0.22 0.033
H 3.10 -4.15 -0.41 0.004
H 0.93 -4.98 0.21 0.164
H -0.56 -3.47 1.74 0.156
H 0.40 -1.41 2.41 0.140
H 2.32 -0.41 1.63 0.131
H 3.20 0.02 -0.52 0.042
H 6.09 -0.53 -1.11 0.177
H 5.01 0.55 -2.36 0.145
H 4.91 3.09 0.44 0.130
H 2.64 3.40 1.13 0.044
H 1.35 0.49 -0.86 0.068
H 0.46 -1.45 -1.42 0.013
H -1.19 -1.80 -2.17 0.158
```

The molar mass is 437.48 g mol⁻¹. For the max |F|, the calculation gives 0.3592 Eh/bohr. For the LUMO energy, the calculation gives -0.290 eV. Its relative energy (zero: lowest compared OMol25 entry of this formula, charge and spin) is 1684.97 kJ/mol. The multiplicity is 1.



Molecular formula: C22H19NO2
Method: DFT, wB97M-V/def2-TZVPD

XYZ file:
```
44
Properties=species:S:1:pos:R:3:lowdin_charge:R:1
C 1.81 -0.60 -2.09 -0.040
C 1.88 -0.94 -0.67 -0.288
C 2.93 -0.43 0.21 -0.041
N 1.64 -2.30 -0.46 -0.369
O 2.09 -2.83 0.59 0.007
O 0.98 -2.93 -1.33 0.015
H 2.27 0.38 -2.26 0.091
H 2.34 -1.37 -2.69 0.110
H 0.77 -0.55 -2.44 0.081
H 3.29 0.53 -0.17 0.086
H 2.54 -0.28 1.23 0.087
H 3.76 -1.16 0.27 0.107
C -0.37 0.14 0.30 -0.022
C -0.20 -0.40 1.64 -0.170
C -0.14 -1.80 1.84 -0.034
C 0.16 -2.34 3.10 -0.056
C 0.29 -1.49 4.19 -0.075
C 0.11 -0.11 4.04 -0.071
C -0.14 0.43 2.77 -0.025
C -0.12 1.52 -0.09 -0.109
C -0.81 1.77 -1.33 -0.109
C -0.82 3.03 -1.92 -0.013
C -0.08 4.06 -1.32 -0.070
C 0.58 3.83 -0.10 -0.071
C 0.56 2.58 0.52 -0.021
C -1.55 0.57 -1.68 -0.121
C -1.33 -0.41 -0.65 -0.112
C -2.17 -1.52 -0.57 0.004
C -3.07 -1.76 -1.62 -0.060
C -3.24 -0.83 -2.65 -0.066
C -2.52 0.37 -2.66 -0.013
H -0.32 -2.47 1.01 0.091
H 0.28 -3.41 3.19 0.113
H 0.48 -1.91 5.18 0.103
H 0.15 0.55 4.90 0.101
H -0.30 1.50 2.65 0.103
H -1.42 3.19 -2.81 0.114
H -0.05 5.04 -1.79 0.105
H 1.12 4.65 0.37 0.102
H 1.09 2.40 1.46 0.107
H -2.12 -2.19 0.28 0.106
H -3.67 -2.66 -1.59 0.104
H -3.97 -1.01 -3.43 0.105
H -2.70 1.17 -3.39 0.113
```

The molar mass is 329.40 g mol⁻¹. For the max |F|, the calculation gives 0.0384 Eh/bohr. For the LUMO energy, the calculation gives -2.006 eV. Its relative energy (zero: lowest compared OMol25 entry of this formula, charge and spin) is 533.77 kJ/mol. The multiplicity is 1.



Molecular formula: C22H20Al2B3Br10O24
Method: DFT, wB97M-V/def2-TZVPD

XYZ file:
```
81
Properties=species:S:1:pos:R:3:lowdin_charge:R:1
Al -4.68 -0.64 -3.72 1.102
Al 5.10 2.88 -1.01 1.195
O 4.20 0.41 -5.88 0.274
C 3.15 0.52 -5.36 -0.324
O 1.99 0.04 -5.74 0.303
B 0.93 0.48 -4.81 -0.819
O 1.62 1.43 -3.89 0.299
C 2.92 1.37 -4.04 -0.238
O 3.74 1.97 -3.44 0.218
O 0.29 -0.56 -4.06 0.269
C -0.99 -0.55 -4.27 -0.381
O -1.81 -1.31 -3.84 0.050
C -1.33 0.70 -5.10 -0.366
O -0.17 1.15 -5.56 0.265
O -2.46 0.96 -5.40 0.133
O 3.38 1.51 -1.89 -0.052
C 2.34 1.34 -1.30 -0.281
O 1.45 0.42 -1.44 0.320
B 0.25 0.68 -0.59 -0.796
O 0.52 1.97 0.04 0.270
C 1.72 2.40 -0.33 -0.304
O 2.29 3.44 -0.14 0.153
O -1.00 0.63 -1.35 0.259
C -1.80 -0.31 -0.94 -0.364
O -2.89 -0.60 -1.38 0.072
C -1.09 -1.10 0.14 -0.363
O 0.09 -0.48 0.34 0.203
O -1.43 -2.13 0.64 0.142
O -3.57 2.65 -0.06 0.199
C -2.81 3.13 -0.84 -0.366
O -1.86 3.98 -0.54 0.270
B -0.97 4.13 -1.69 -0.830
O -1.64 3.49 -2.81 0.291
C -2.70 2.88 -2.41 -0.370
O -3.35 2.06 -2.97 0.110
O -0.68 5.52 -2.10 0.297
C 0.62 5.75 -2.14 -0.307
O 1.18 6.73 -2.50 0.271
C 1.29 4.35 -1.81 -0.235
O 0.36 3.51 -1.45 0.237
O 2.44 4.02 -1.83 0.170
Br 0.53 -2.71 5.42 0.835
C 0.13 -2.59 3.51 -0.713
C 0.97 -3.59 2.77 -0.628
Br 2.73 -2.83 2.37 0.794
H 0.33 -1.60 3.11 -0.002
H -0.93 -2.80 3.46 0.009
H 0.42 -3.73 1.83 0.059
H 1.09 -4.52 3.32 0.061
Br -4.56 -6.77 1.95 0.827
C -3.49 -5.12 1.70 -0.631
C -3.31 -4.51 3.05 -0.641
Br -2.15 -5.63 4.18 0.821
H -4.07 -4.51 1.01 0.079
H -2.53 -5.41 1.27 0.051
H -4.29 -4.35 3.50 0.077
H -2.80 -3.55 2.95 0.029
Br 2.63 -4.02 -1.40 0.716
C 0.66 -3.87 -1.47 -0.651
C 0.03 -5.14 -2.13 -0.593
Br -1.91 -4.78 -2.37 0.689
H 0.47 -3.09 -2.20 0.037
H 0.34 -3.59 -0.47 0.019
H 0.11 -5.97 -1.43 0.060
H 0.49 -5.23 -3.10 0.064
Br -0.27 3.59 3.77 0.719
C -1.63 2.28 4.29 -0.636
C -1.64 1.09 3.31 -0.675
Br -3.08 -0.16 3.78 0.713
H -2.65 2.67 4.32 0.071
H -1.42 1.84 5.27 0.065
H -0.66 0.60 3.29 -0.010
H -1.89 1.36 2.28 0.042
Br 2.14 0.51 3.88 0.721
C 3.35 1.60 4.97 -0.600
C 3.63 3.00 4.43 -0.591
Br 4.56 2.91 2.68 0.582
H 4.28 1.04 5.08 0.076
H 2.77 1.72 5.88 0.075
H 4.26 3.47 5.17 0.088
H 2.73 3.58 4.23 0.014
```

As for the total charge: +3. The molar mass is 1553.82 g mol⁻¹. For the max |F|, the calculation gives 0.1281 Eh/bohr. For the LUMO energy, the calculation gives -14.418 eV. Its relative energy (zero: lowest compared OMol25 entry of this formula, charge and spin) is 548.52 kJ/mol. The multiplicity is 1.



Number 1: E_HOMO -7.1 eV. Number 2: E_HOMO -8.4 eV. Number 3: E_HOMO -7.5 eV. Number 4: E_HOMO -16.1 eV.